ORCA calculation (the ωB97M-V functional and the def2-TZVPD basis) on 14 unconnected molecules or ions with the total composition C84H196O42 in a non-equilibrium geometry.

**Relative energy (zero: lowest compared OMol25 entry of this formula, charge and spin)**: 424.45 kJ/mol
**Max |F|**: 4.21 eV/Å
**Orbital gap**: 9.15 eV
**LUMO energy**: 0.4 eV

Each line ends with the Mulliken charge.
Element x y z (Å)
O: 1.721 1.013 0.866  -0.046
O: 0.152 -1.511 1.634  0.790
O: -4.191 1.329 5.044  -0.337
O: 0.166 -5.939 -1.775  -0.527
O: -4.562 2.025 -5.620  0.030
O: 5.241 -5.663 3.311  -0.410
O: 1.555 5.434 -0.050  0.000
O: -0.194 3.115 -5.445  -0.419
O: 4.026 5.884 -1.706  0.457
O: 0.828 -1.586 5.657  -0.196
O: -3.585 -4.617 -0.793  0.210
O: 5.557 -0.075 4.059  0.164
O: 5.649 7.026 -3.822  -0.407
O: -2.565 -0.790 1.370  -0.051
O: 3.133 3.141 -5.632  0.243
O: -9.259 -0.677 -3.723  -0.472
O: -0.679 -3.305 -2.611  0.858
O: -5.984 -1.128 4.685  -0.255
O: -7.363 0.701 -1.665  -0.407
O: 8.160 0.077 -2.878  -0.308
O: -4.160 -3.154 -3.973  -0.400
O: -2.596 0.452 -3.359  1.027
O: 6.354 2.546 1.149  -0.387
O: -5.726 3.947 -7.721  -0.484
O: -2.272 -4.343 4.316  0.611
O: -4.600 -2.942 -6.827  -0.485
O: 0.090 -8.624 -0.320  -0.393
O: -7.444 0.002 -6.756  0.023
O: -4.276 3.466 6.695  -0.355
O: -2.202 -7.387 4.302  -0.394
O: 3.138 -0.261 -3.581  -0.086
O: 5.561 0.548 -2.107  0.666
O: 2.383 -4.709 3.241  0.449
O: 1.036 3.471 5.138  -0.506
O: 5.697 3.104 -4.417  0.037
O: -1.231 3.612 3.194  -0.506
O: 6.277 5.346 0.940  0.211
O: -4.763 -4.339 6.874  -0.459
O: -1.747 4.018 0.501  -0.429
O: 3.463 -0.764 6.486  -0.517
O: 3.546 -3.189 0.529  0.103
O: 5.064 7.929 1.263  -0.175
C: 4.115 8.753 1.949  -0.879
C: -4.954 -2.180 -4.605  -0.252
C: 0.821 2.843 6.350  -0.233
C: 6.898 -0.183 3.601  -0.860
C: 2.977 -5.779 3.984  -0.852
C: 6.068 7.372 2.140  -0.699
C: -0.724 -7.001 -1.981  -0.497
C: -2.696 1.321 -4.466  0.404
C: 3.927 5.457 -3.019  1.353
C: 6.923 6.503 1.323  -0.623
C: -2.454 3.039 1.139  0.945
C: 6.498 -4.931 3.430  -0.262
C: -5.150 -0.465 3.722  -0.611
C: 3.262 -4.574 0.846  -1.816
C: 3.291 0.915 -2.816  1.520
C: 2.137 -4.855 1.837  1.254
C: -4.713 -4.948 0.017  -0.586
C: 3.191 -1.631 5.388  0.980
C: -7.362 -0.592 -8.051  -0.930
C: -0.882 -1.834 2.535  0.330
C: -3.333 3.231 7.735  -0.581
C: -5.093 -3.567 7.960  -0.633
C: -3.924 0.117 4.359  1.051
C: -8.285 -0.024 -4.505  -0.240
C: -7.038 -1.843 4.073  -0.832
C: -1.813 -8.458 5.108  -0.889
C: -8.362 -0.226 -1.436  -0.146
C: -3.810 -4.583 -2.164  0.263
C: -4.870 1.187 6.296  -0.151
C: -0.330 -4.978 -0.851  2.110
C: 1.360 -1.057 2.169  1.711
C: 6.426 -0.241 -1.325  0.373
C: -9.525 -0.012 -2.464  -0.752
C: 5.821 8.158 -2.986  -0.205
C: 4.270 6.617 -3.981  -1.567
C: 2.055 2.846 -6.451  -1.218
C: -4.455 -1.837 -5.948  0.214
C: -4.054 2.010 -4.324  0.066
C: 9.125 0.841 -2.253  -0.637
C: -0.060 3.870 -4.278  -0.565
C: -1.304 -0.036 -3.094  0.923
C: -6.343 2.830 -7.107  -0.821
C: -0.141 -9.389 0.875  -0.216
C: -0.369 -2.232 6.073  -0.750
C: -8.390 -0.634 -5.889  -0.593
C: -4.624 -3.458 -2.632  0.227
C: 5.109 2.723 1.849  0.287
C: 6.458 3.198 -0.062  1.774
C: -1.172 -6.527 3.912  -0.783
C: 7.056 4.620 0.055  -0.821
C: -1.007 -7.793 -0.709  0.026
C: 4.386 3.301 -6.333  -0.929
C: -1.707 -5.241 3.387  0.355
C: -5.380 2.589 6.666  -0.770
C: 0.668 1.230 -0.097  0.898
C: -4.076 -2.592 -8.115  -0.648
C: 4.082 0.416 5.978  -0.013
C: 4.444 -2.592 1.421  0.411
C: 7.491 -0.883 -2.096  -1.377
C: -4.381 3.718 -7.970  -0.488
C: 2.939 6.769 -1.387  -1.076
C: 0.886 2.204 -5.740  0.646
C: 4.309 0.888 -1.629  1.612
C: 6.881 3.381 -3.691  -0.531
C: 0.011 -3.604 -1.410  -0.339
C: -3.570 -4.525 4.807  -0.455
C: 0.814 2.643 4.049  0.612
C: 1.392 4.872 1.223  -0.029
C: -2.141 -2.048 1.735  1.013
C: -0.659 2.377 3.722  1.455
C: -2.541 3.380 2.622  -0.525
C: -3.838 -3.711 6.020  0.462
C: -1.699 3.821 -0.904  -0.221
C: 5.439 3.972 -5.497  0.113
C: 5.490 0.370 5.447  -1.041
C: 2.142 -0.318 1.166  0.059
C: 1.943 -2.437 5.662  -0.019
C: -5.909 2.494 -5.703  -0.026
C: -6.138 0.396 -1.034  -0.448
C: 3.774 -0.252 -4.828  -0.025
C: 2.405 6.581 -0.001  -0.983
C: 4.379 -5.425 4.422  -0.424
C: -0.160 -3.723 -3.897  -0.972
C: -3.480 -0.745 0.241  -1.057
H: 4.736 2.302 -6.594  0.366
H: -0.184 -2.829 -0.642  -0.933
H: 5.496 7.988 -1.936  -0.159
H: 1.304 1.865 -4.798  -0.583
H: 2.949 -4.986 -0.068  0.807
H: 1.093 -3.626 -1.552  0.638
H: 0.140 -5.136 0.141  -0.359
H: -1.430 -5.077 -0.669  -0.749
H: -0.590 1.643 2.904  -0.449
H: -7.457 2.964 -7.147  0.328
H: -7.695 -1.134 3.586  0.352
H: 0.603 3.642 7.072  0.343
H: 5.439 -3.165 1.511  0.447
H: 3.367 0.845 5.233  -0.191
H: 5.014 1.908 2.607  -0.692
H: -3.777 3.498 -7.134  0.089
H: -0.897 -10.184 0.683  0.338
H: 7.057 -5.162 2.531  0.276
H: -4.196 -3.427 8.632  0.263
H: -4.014 3.067 -3.891  0.349
H: 5.220 4.963 -5.067  -0.339
H: -9.634 1.064 -2.610  0.315
H: -3.312 0.355 3.538  -0.430
H: 3.092 6.456 0.840  0.301
H: -6.002 -2.557 -4.648  0.477
H: 2.297 1.046 -2.326  -1.266
H: 7.120 -5.224 4.251  0.378
H: 1.735 7.359 0.284  0.655
H: 4.239 1.938 -1.246  -0.865
H: 4.177 -5.077 1.158  0.234
H: 4.404 -4.470 4.941  0.198
H: 4.237 2.641 1.164  0.063
H: 0.923 0.634 -0.988  -0.287
H: -2.918 -2.614 2.296  -0.130
H: 1.873 -3.214 4.879  -0.214
H: -9.432 -0.444 -6.234  0.297
H: -3.773 2.716 8.587  0.367
H: 0.460 1.354 -6.267  0.413
H: -2.699 -9.083 5.219  0.315
H: 0.769 2.273 -0.242  0.396
H: 7.044 2.401 -3.238  -0.042
H: -6.548 -0.048 -8.530  0.250
H: 6.368 4.107 -6.077  0.487
H: -1.145 2.027 4.589  0.225
H: 2.411 2.066 -7.177  0.491
H: -4.377 -4.884 1.036  -0.225
H: 3.220 -0.241 1.443  -0.713
H: 9.406 1.660 -2.921  0.248
H: -5.655 0.392 6.237  0.240
H: -5.078 -0.982 -6.270  -0.026
H: 7.524 -0.906 4.154  0.350
H: 7.028 5.145 -0.933  0.216
H: 3.469 8.141 2.692  0.277
H: 2.981 -6.680 3.311  0.566
H: 3.998 -2.401 5.135  -0.683
H: 4.168 1.046 6.842  0.574
H: -0.491 -6.337 4.781  0.334
H: -0.472 -3.231 5.577  0.243
H: -0.922 -4.676 2.812  -0.461
H: -6.228 0.731 0.002  0.482
H: -5.769 -3.577 -2.586  0.327
H: -3.143 2.608 3.149  -0.286
H: -7.108 -1.644 -8.016  0.358
H: -3.086 -1.135 -0.647  -0.090
H: 0.476 4.809 -4.436  0.397
H: -5.944 3.405 -5.095  0.572
H: -0.574 -8.751 1.573  -0.140
H: -7.952 -1.254 -1.570  0.134
H: 4.063 6.497 -5.031  0.637
H: -3.817 0.232 0.050  0.350
H: -10.439 -0.438 -2.106  0.419
H: 1.634 2.195 6.639  0.050
H: -1.185 2.907 -1.073  -0.114
H: 6.767 4.235 -2.992  0.123
H: 5.951 1.386 5.428  0.427
H: 7.146 -1.619 -2.802  0.377
H: -4.236 -3.513 -8.695  0.277
H: 3.068 4.860 -3.286  0.005
H: 0.815 -9.772 1.153  0.257
H: -3.513 2.998 0.719  0.446
H: 2.282 -6.045 4.812  0.325
H: -1.905 2.059 -4.591  -1.178
H: -0.587 0.754 -3.093  -0.598
H: 1.130 -0.402 2.991  0.157
H: -0.995 -0.834 -3.752  -0.274
H: -4.110 0.824 7.030  0.229
H: 3.514 0.684 -5.455  -0.287
H: -2.726 3.723 -1.349  0.334
H: -2.406 -5.497 2.627  -0.050
H: -6.766 -2.560 3.275  0.194
H: 5.439 3.218 -0.586  -0.983
H: 8.117 4.458 0.387  0.450
H: -8.232 -1.737 -5.936  0.306
H: -1.689 -6.769 -2.429  0.174
H: -8.503 1.050 -4.473  0.491
H: 3.408 9.071 1.178  0.239
H: 4.024 -2.453 2.457  -0.190
H: 4.520 9.583 2.483  0.382
H: -0.146 -2.716 -4.413  0.084
H: 4.887 -0.259 -4.671  -0.109
H: 7.519 0.731 3.724  0.374
H: -5.654 -2.579 7.802  0.177
H: 5.637 6.840 2.986  0.305
H: 1.707 3.730 -7.020  0.401
H: 6.870 -0.320 2.501  0.019
H: 1.374 3.009 3.262  -0.518
H: -8.194 -0.454 -8.707  0.326
H: 6.922 8.310 -2.985  0.292
H: 1.951 -1.973 2.510  -1.830
H: -0.960 -9.086 4.805  0.300
H: -2.075 2.012 1.066  -0.617
H: 3.371 7.751 -1.586  0.396
H: -6.050 2.905 5.850  0.328
H: 2.108 6.583 -2.147  0.318
H: -3.005 4.189 8.105  0.296
H: 6.186 -3.943 3.359  -0.194
H: 5.344 9.154 -3.310  0.246
H: 5.885 -0.993 -0.822  -0.148
H: 3.365 -1.047 -5.395  0.330
H: 4.815 4.794 -3.090  -1.351
H: -1.051 -0.892 3.183  -0.596
H: 4.624 -1.632 1.006  -0.736
H: 7.819 6.203 1.988  0.275
H: -1.164 4.670 -1.373  0.203
H: 1.360 -4.179 1.597  -1.238
H: -3.008 -2.440 -8.078  0.292
H: 2.173 -0.985 0.183  0.022
H: 2.049 -2.872 6.678  0.533
H: -6.039 1.982 -7.639  0.458
H: -0.004 2.100 6.321  -0.005
H: -4.049 4.619 -8.465  0.338
H: -5.489 -4.224 -0.223  0.266
H: -4.068 -2.727 5.693  -0.399
H: 7.747 3.590 -4.370  0.382
H: 4.007 0.183 -0.810  -0.166
H: 5.060 3.646 2.364  0.505
H: -4.183 2.888 -8.649  0.251
H: -1.946 -8.411 -0.896  0.461
H: -3.789 -5.570 5.015  0.583
H: 6.861 0.428 -0.580  0.030
H: -4.921 -1.256 -4.056  -0.005
H: -6.635 1.778 -5.243  -0.190
H: -5.152 -5.884 -0.206  0.351
H: -3.080 4.386 2.750  0.296
H: 2.314 4.289 1.481  -0.144
H: -2.790 0.731 -5.368  0.144
H: -3.515 -0.586 5.067  -0.089
H: -1.853 -2.603 0.854  -0.874
H: 8.223 -1.425 -1.425  0.332
H: 8.812 1.284 -1.255  0.182
H: -5.783 -4.266 8.428  0.334
H: 10.051 0.239 -2.082  0.363
H: 7.137 2.681 -0.671  -0.498
H: -3.406 -1.467 -5.914  0.221
H: 1.213 1.551 4.321  -0.371
H: -4.630 -1.667 -8.477  0.193
H: 7.319 7.019 0.371  0.249
H: -8.759 -0.105 -0.376  0.348
H: -1.596 -8.068 6.116  0.343
H: -0.653 -2.643 3.211  -0.447
H: 6.137 -0.268 6.037  0.493
H: -1.364 -7.133 0.091  -0.120
H: 0.560 4.191 1.252  -0.370
H: -1.279 -0.412 -2.048  -0.519
H: 3.448 1.736 -3.542  -0.631
H: -4.646 1.387 -3.637  -0.661
H: -0.361 -2.291 7.174  0.511
H: -4.424 -2.529 -2.030  -0.626
H: 0.799 -4.211 -3.901  0.269
H: -0.315 0.881 0.220  -0.714
H: 4.554 -6.182 5.292  0.419
H: -1.188 -1.518 6.048  -0.004
H: -0.176 -7.624 -2.729  0.451
H: 4.296 3.906 -7.269  0.488
H: -7.304 -0.118 -4.068  0.070
H: -5.860 2.509 7.636  0.379
H: -5.694 0.380 3.352  0.670
H: -4.256 -4.242 3.952  -0.089
H: 3.107 -1.014 4.445  -0.319
H: -5.935 -0.652 -1.210  0.236
H: 6.646 8.157 2.509  0.518
H: 1.230 5.660 1.955  0.525
H: -4.364 -1.283 0.475  0.660
H: -2.783 -4.317 -2.578  -0.620
H: -2.861 -3.598 6.554  0.138
H: 3.744 7.539 -3.710  0.615
H: -2.443 2.719 7.338  0.063
H: 0.382 3.350 -3.396  -0.022
H: -1.049 4.191 -3.890  0.301
H: 1.680 -5.837 1.499  0.396
H: -7.535 -2.317 4.923  0.284
H: -4.937 -1.133 2.894  0.192
H: -0.575 -7.039 3.107  0.245
H: -0.917 -4.412 -4.333  0.185
H: -4.186 -5.527 -2.570  0.409
H: -5.443 0.983 -1.588  0.099